(1)
{
  "formula": "C19H36N6O4P",
  "method": "the ωB97M-V functional and the def2-TZVPD basis",
  "species": ["C", "N", "C", "C", "O", "C", "N", "C", "C", "C", "C", "C", "C", "C", "C", "N", "C", "O", "O", "H", "H", "H", "H", "H", "H", "H", "H", "H", "H", "H", "H", "H", "H", "H", "H", "H", "H", "O", "P", "N", "C", "C", "N", "C", "C", "N", "C", "C", "H", "H", "H", "H", "H", "H", "H", "H", "H", "H", "H", "H", "H", "H", "H", "H", "H", "H"],
  "coordinates": [[-0.296, -5.993, -3.038], [0.392, -4.723, -3.197], [1.615, -4.652, -2.398], [-0.468, -3.603, -3.099], [-1.539, -3.658, -3.688], [-0.102, -2.284, -2.360], [-0.381, -2.223, -0.916], [-1.437, -3.123, -0.585], [-2.741, -2.735, -0.904], [-3.817, -3.560, -0.658], [-3.629, -4.809, -0.078], [-2.357, -5.201, 0.281], [-1.282, -4.363, 0.026], [0.807, -2.365, -0.074], [0.505, -2.192, 1.456], [0.452, -0.769, 1.816], [1.921, -1.302, -0.394], [3.092, -1.681, -0.125], [1.609, -0.211, -0.915], [0.410, -6.782, -3.348], [-1.165, -6.097, -3.689], [-0.583, -6.226, -2.001], [2.328, -5.369, -2.842], [1.475, -5.005, -1.364], [2.112, -3.683, -2.416], [0.928, -2.032, -2.629], [-0.730, -1.526, -2.845], [-2.882, -1.764, -1.373], [-4.810, -3.226, -0.953], [-4.487, -5.459, 0.083], [-2.176, -6.168, 0.747], [-0.275, -4.668, 0.308], [1.311, -3.343, -0.143], [-0.378, -2.751, 1.781], [1.388, -2.618, 1.960], [-0.291, -0.567, 2.471], [1.337, -0.469, 2.202], [0.715, 3.804, 3.364], [0.325, 4.349, 2.002], [-0.075, 2.857, 1.245], [-0.025, 2.578, -0.182], [-1.254, 2.202, 1.803], [1.938, 4.860, 1.567], [2.785, 4.042, 0.711], [2.738, 5.353, 2.686], [-0.345, 5.310, 0.667], [0.370, 6.475, 0.136], [-1.696, 5.786, 1.056], [-0.841, 3.069, -0.735], [-0.114, 1.502, -0.353], [0.914, 2.855, -0.645], [-2.185, 2.652, 1.424], [-1.262, 2.271, 2.893], [-1.259, 1.144, 1.544], [2.876, 3.010, 1.068], [3.788, 4.472, 0.646], [2.425, 4.041, -0.319], [3.184, 4.539, 3.268], [2.132, 5.962, 3.359], [3.542, 5.995, 2.313], [0.679, 7.175, 0.917], [-0.276, 7.014, -0.565], [1.241, 6.177, -0.442], [-1.647, 6.535, 1.854], [-2.308, 4.955, 1.418], [-2.219, 6.219, 0.202]],
  "orbital_gap_ev": 6.687,
  "energy_ev": -46705.99960,
  "multiplicity": 1,
  "mol_weight_g_mol": 443.51,
  "charge": -1,
  "lumo_ha": 0.0770
}

(2)
{
  "formula": "C30H47CrFP2",
  "method": "the ωB97M-V functional and the def2-TZVPD basis",
  "species": ["Cr", "C", "C", "C", "C", "C", "C", "H", "H", "H", "C", "H", "H", "H", "C", "H", "H", "H", "C", "H", "H", "H", "C", "H", "H", "H", "C", "C", "C", "C", "C", "C", "C", "C", "H", "H", "H", "H", "H", "H", "H", "H", "H", "H", "H", "H", "P", "P", "C", "C", "H", "H", "H", "H", "C", "H", "H", "H", "C", "H", "H", "H", "C", "H", "H", "H", "C", "H", "H", "H", "F", "C", "C", "C", "C", "C", "C", "H", "H", "H", "H"],
  "coordinates": [[0.806, -1.252, -1.318], [-0.309, -2.444, 1.599], [1.046, -2.405, 0.967], [0.958, -0.948, 2.814], [-0.355, -1.487, 2.621], [1.820, -1.568, 1.904], [-1.407, -3.396, 1.269], [-1.176, -3.958, 0.341], [-2.376, -2.868, 1.108], [-1.548, -4.131, 2.097], [-1.547, -1.173, 3.432], [-2.484, -1.287, 2.860], [-1.527, -0.127, 3.776], [-1.605, -1.831, 4.319], [1.295, -0.025, 3.902], [1.330, -0.544, 4.862], [0.596, 0.800, 3.988], [2.270, 0.427, 3.755], [3.269, -1.674, 2.111], [3.565, -2.288, 2.991], [3.723, -0.689, 2.276], [3.742, -2.119, 1.235], [1.606, -3.688, 0.489], [1.785, -4.265, 1.411], [2.564, -3.573, -0.045], [0.900, -4.232, -0.155], [-1.532, 0.221, -3.737], [-1.679, -1.104, -3.595], [-0.775, -2.180, -4.097], [0.723, -1.798, -4.211], [1.359, -0.996, -3.118], [1.293, 0.410, -2.957], [0.760, 1.263, -4.068], [-0.592, 0.919, -4.676], [-1.144, -2.487, -5.089], [0.886, -1.212, -5.112], [-0.933, -3.080, -3.480], [-0.468, 0.364, -5.614], [-2.363, 0.893, -3.415], [-2.646, -1.441, -3.155], [-1.084, 1.860, -4.965], [0.733, 2.303, -3.733], [2.162, 0.923, -2.515], [1.544, 1.276, -4.840], [1.302, -2.733, -4.258], [2.239, -1.551, -2.608], [-1.616, 1.027, -0.026], [1.887, 1.249, 0.330], [-0.598, 2.223, -0.981], [0.871, 2.565, -0.610], [-1.155, 3.181, -0.958], [-0.654, 1.885, -2.031], [1.480, 2.828, -1.495], [0.871, 3.438, 0.069], [2.724, 2.308, 1.543], [2.923, 1.746, 2.460], [2.130, 3.194, 1.773], [3.670, 2.617, 1.085], [3.426, 0.780, -0.566], [3.848, 1.675, -1.050], [3.293, -0.036, -1.295], [4.115, 0.407, 0.196], [-3.267, 0.973, -0.676], [-3.777, 0.159, -0.166], [-3.241, 0.730, -1.734], [-3.817, 1.896, -0.515], [-1.212, -0.755, -0.658], [-0.735, -1.687, -0.272], [-0.843, -0.541, -1.724], [-2.213, -1.149, -0.785], [-2.812, 4.075, 4.867], [-2.512, 3.227, 3.846], [-1.207, 3.242, 3.338], [-0.918, 2.397, 2.273], [-1.899, 1.599, 1.691], [-3.189, 1.584, 2.265], [-3.513, 2.409, 3.341], [-0.440, 3.931, 3.705], [0.076, 2.374, 1.823], [-3.910, 0.918, 1.797], [-4.510, 2.424, 3.769]],
  "orbital_gap_ev": [5.757, 5.770],
  "energy_ev": -81575.59760,
  "multiplicity": 4,
  "mol_weight_g_mol": 540.65,
  "e_above_lowest_kj_mol": 462.4,
  "charge": 1,
  "lumo_ha": [-0.1082, -0.1086]
}

(3)
{
  "formula": "C27H60O27",
  "method": "the ωB97M-V functional and the def2-TZVPD basis",
  "species": ["C", "O", "C", "O", "O", "C", "H", "H", "H", "H", "H", "H", "C", "O", "C", "O", "O", "C", "H", "H", "H", "H", "H", "H", "C", "O", "C", "O", "O", "C", "H", "H", "H", "H", "H", "H", "C", "O", "C", "O", "O", "C", "H", "H", "H", "H", "H", "H", "C", "O", "C", "O", "O", "C", "H", "H", "H", "H", "H", "H", "C", "O", "C", "O", "O", "C", "H", "H", "H", "H", "H", "H", "C", "O", "C", "O", "O", "C", "H", "H", "H", "H", "H", "H", "O", "C", "C", "O", "H", "H", "H", "H", "H", "H", "O", "C", "C", "O", "H", "H", "H", "H", "H", "H", "O", "C", "C", "O", "H", "H", "H", "H", "H", "H"],
  "coordinates": [[-0.648, 1.240, -3.343], [-0.183, 2.517, -2.922], [-0.948, 3.212, -2.085], [-0.540, 4.088, -1.421], [-2.179, 2.708, -1.972], [-2.893, 3.563, -1.047], [0.079, 0.871, -4.044], [-1.561, 1.333, -3.854], [-0.761, 0.646, -2.415], [-2.520, 3.242, -0.075], [-3.995, 3.442, -1.068], [-2.710, 4.598, -1.356], [-1.142, -3.606, -3.418], [-2.166, -2.789, -3.983], [-1.881, -1.856, -4.888], [-0.845, -1.597, -5.420], [-3.000, -1.199, -5.118], [-2.924, -0.320, -6.340], [-0.878, -4.494, -4.021], [-1.559, -4.065, -2.486], [-0.269, -3.067, -3.058], [-2.314, -0.819, -7.092], [-2.472, 0.617, -6.033], [-3.881, -0.088, -6.713], [1.950, -0.225, 3.342], [0.616, -0.532, 2.953], [-0.301, 0.131, 3.634], [-0.089, 0.813, 4.587], [-1.466, -0.152, 3.051], [-2.632, 0.519, 3.473], [2.082, -0.720, 4.307], [2.061, 0.855, 3.524], [2.612, -0.531, 2.494], [-3.448, 0.341, 2.757], [-2.502, 1.592, 3.562], [-3.008, 0.170, 4.444], [4.442, 3.344, 2.106], [3.943, 2.601, 0.944], [3.552, 3.262, -0.095], [3.451, 4.477, -0.159], [3.275, 2.437, -1.111], [2.850, 3.166, -2.232], [5.039, 4.145, 1.659], [4.915, 2.573, 2.671], [3.576, 3.701, 2.678], [2.290, 2.437, -2.870], [3.794, 3.346, -2.798], [2.220, 4.012, -1.991], [-2.600, -3.452, 2.502], [-2.530, -2.429, 1.463], [-1.614, -2.624, 0.501], [-1.016, -3.615, 0.347], [-1.541, -1.636, -0.433], [-2.382, -0.508, -0.273], [-3.246, -4.273, 2.228], [-2.846, -2.919, 3.391], [-1.599, -3.876, 2.569], [-2.080, -0.051, 0.643], [-3.466, -0.723, -0.300], [-2.048, 0.146, -1.070], [-4.021, 3.084, 1.900], [-4.431, 1.895, 1.141], [-5.753, 1.590, 1.221], [-6.489, 1.737, 2.194], [-6.100, 1.038, 0.060], [-7.358, 0.400, -0.038], [-2.970, 3.051, 2.160], [-4.726, 3.147, 2.798], [-4.280, 3.916, 1.212], [-7.399, -0.563, 0.554], [-7.508, 0.153, -1.065], [-8.044, 1.080, 0.425], [4.786, -3.147, 2.630], [5.742, -2.405, 1.895], [5.384, -1.491, 1.002], [4.260, -1.091, 0.810], [6.465, -1.062, 0.357], [6.140, 0.150, -0.406], [5.239, -3.462, 3.636], [4.494, -4.076, 2.085], [3.975, -2.436, 2.847], [5.344, 0.121, -1.139], [7.082, 0.464, -0.773], [5.673, 0.845, 0.322], [-0.716, 2.270, 1.615], [0.414, 3.163, 1.437], [0.366, 4.195, 2.487], [0.756, 3.808, 3.788], [-0.450, 1.434, 1.080], [1.328, 2.583, 1.573], [0.468, 3.662, 0.492], [-0.643, 4.651, 2.531], [1.123, 4.930, 2.227], [0.386, 2.911, 3.935], [0.820, -5.611, 1.166], [1.447, -6.103, -0.019], [2.205, -4.944, -0.668], [1.384, -4.073, -1.392], [-0.052, -5.389, 0.752], [2.193, -6.876, 0.122], [0.635, -6.456, -0.721], [3.017, -5.350, -1.332], [2.671, -4.480, 0.200], [0.593, -3.913, -0.806], [1.517, -1.419, -2.876], [2.190, -0.866, -1.748], [1.403, -0.662, -0.484], [0.474, 0.479, -0.522], [1.408, -2.368, -2.667], [2.885, -1.675, -1.466], [2.653, 0.056, -2.181], [2.054, -0.561, 0.372], [0.819, -1.520, -0.324], [1.082, 1.203, -0.724]],
  "orbital_gap_ev": 10.139,
  "energy_ev": -84251.35621,
  "multiplicity": 1,
  "mol_weight_g_mol": 816.75,
  "e_above_lowest_kj_mol": 38.4,
  "smiles": "COC(=O)OC.COC(=O)OC.COC(=O)OC.COC(=O)OC.COC(=O)OC.COC(=O)OC.COC(=O)OC.OCCO.OCCO.OCCO",
  "lumo_ha": 0.0175
}

(4)
{
  "formula": "C25H29AgClN8O3PS",
  "method": "the ωB97M-V functional and the def2-TZVPD basis",
  "species": ["Ag", "C", "N", "C", "C", "N", "C", "P", "C", "N", "C", "C", "N", "C", "C", "N", "C", "C", "N", "C", "H", "H", "H", "H", "H", "H", "H", "H", "H", "H", "H", "H", "H", "H", "H", "C", "C", "C", "C", "Cl", "C", "C", "C", "O", "C", "C", "O", "O", "H", "H", "H", "H", "H", "H", "H", "H", "C", "N", "C", "C", "N", "C", "S", "H", "H", "H", "H", "H", "H"],
  "coordinates": [[-1.461, 0.364, 0.136], [-5.924, -0.865, -3.059], [-5.154, -0.324, -1.914], [-5.614, 0.697, -0.971], [-4.558, 0.913, -0.169], [-3.512, 0.063, -0.469], [-3.914, -0.647, -1.516], [-2.855, -1.789, -2.447], [-2.369, -2.970, -1.153], [-2.802, -2.924, 0.119], [-2.207, -3.999, 0.765], [-1.496, -4.743, -0.130], [-1.577, -4.088, -1.357], [-0.756, -4.444, -2.551], [-1.397, -0.670, -2.720], [-1.074, 0.410, -1.967], [-0.125, 1.127, -2.676], [0.146, 0.504, -3.851], [-0.661, -0.653, -3.866], [-0.777, -1.549, -5.033], [-6.851, -1.342, -2.688], [-5.297, -1.562, -3.596], [-6.175, -0.043, -3.714], [-6.595, 1.136, -1.038], [-4.535, 1.691, 0.587], [-2.194, -4.103, 1.832], [-0.843, -5.588, 0.060], [-0.391, -5.452, -2.370], [0.052, -3.732, -2.643], [-1.461, -4.447, -3.406], [0.307, 2.077, -2.310], [0.827, 0.761, -4.654], [-1.353, -0.998, -5.794], [-1.403, -2.428, -4.725], [0.252, -1.870, -5.285], [4.776, 0.788, 3.718], [3.445, 1.322, 4.056], [3.365, 2.583, 4.683], [2.122, 3.138, 5.137], [2.071, 4.686, 5.884], [0.957, 2.378, 4.976], [1.009, 1.127, 4.314], [2.248, 0.600, 3.870], [2.349, -0.581, 3.251], [1.287, -1.514, 3.101], [0.490, -1.172, 1.813], [-0.618, -0.650, 2.088], [1.065, -1.358, 0.721], [5.218, 1.432, 2.934], [4.695, -0.207, 3.308], [5.526, 0.768, 4.515], [4.288, 3.121, 4.923], [0.012, 2.746, 5.324], [0.120, 0.542, 4.070], [0.679, -1.642, 4.016], [1.879, -2.425, 2.997], [2.591, 4.670, -0.381], [2.811, 3.193, -0.428], [3.993, 2.529, -0.855], [3.787, 1.198, -0.703], [2.497, 1.011, -0.225], [1.874, 2.219, -0.041], [0.355, 2.497, 0.560], [3.530, 5.174, -0.124], [1.888, 4.824, 0.458], [2.118, 4.956, -1.350], [4.832, 3.084, -1.189], [4.442, 0.331, -0.933], [2.047, 0.117, 0.082]],
  "orbital_gap_ev": 7.356,
  "energy_ev": -81104.29229,
  "multiplicity": 1,
  "mol_weight_g_mol": 695.92,
  "e_above_lowest_kj_mol": 0.0,
  "lumo_ha": 0.0121
}

(5)
{
  "formula": "C11H20OP",
  "method": "the ωB97M-V functional and the def2-TZVPD basis",
  "species": ["C", "P", "C", "C", "C", "O", "C", "C", "C", "C", "C", "C", "C", "H", "H", "H", "H", "H", "H", "H", "H", "H", "H", "H", "H", "H", "H", "H", "H", "H", "H", "H", "H"],
  "coordinates": [[2.065, -2.290, 0.701], [2.924, -1.055, -0.537], [2.309, 0.411, 0.521], [0.966, 1.164, -0.044], [1.387, 2.529, -0.915], [0.201, 1.654, 1.112], [-0.655, 0.614, 1.702], [-1.964, 0.265, 0.723], [-2.160, -1.328, 0.349], [-3.405, -1.711, -0.653], [-4.347, -0.482, -1.211], [-4.159, 1.115, -0.817], [-2.907, 1.498, 0.187], [0.963, -1.919, 0.964], [2.759, -2.315, 1.663], [2.063, -3.395, 0.275], [1.718, -1.134, -1.322], [3.531, -0.184, -1.541], [4.182, -1.117, 0.211], [3.398, -2.230, -1.281], [3.176, 1.232, 0.510], [2.184, 0.013, 1.628], [0.367, 0.494, -0.793], [0.916, 3.471, -0.355], [0.806, 2.477, -1.953], [2.545, 2.657, -1.031], [-0.092, -0.351, 2.056], [-1.132, 1.098, 2.684], [-1.416, -2.117, 0.793], [-3.523, -2.847, -0.946], [-5.217, -0.776, -1.953], [-4.854, 1.965, -1.248], [-2.633, 2.592, 0.523]],
  "orbital_gap_ev": 5.867,
  "energy_ev": -23054.97139,
  "multiplicity": 1,
  "mol_weight_g_mol": 199.25,
  "e_above_lowest_kj_mol": 516.3,
  "charge": -1,
  "lumo_ha": 0.0959
}

(6)
{
  "formula": "C16H17NOS",
  "method": "the ωB97M-V functional and the def2-TZVPD basis",
  "species": ["C", "S", "C", "C", "C", "C", "C", "C", "C", "O", "N", "C", "C", "C", "C", "C", "C", "C", "C", "H", "H", "H", "H", "H", "H", "H", "H", "H", "H", "H", "H", "H", "H", "H", "H", "H"],
  "coordinates": [[-3.510, -2.893, -1.072], [-2.231, -1.773, -0.432], [-3.142, -0.314, 0.012], [-4.509, -0.366, 0.252], [-5.214, 0.784, 0.560], [-4.566, 2.006, 0.621], [-3.206, 2.063, 0.385], [-2.476, 0.914, 0.101], [-1.012, 1.098, -0.161], [-0.605, 2.028, -0.826], [-0.229, 0.170, 0.453], [1.159, 0.006, 0.389], [1.721, -1.052, 1.096], [3.086, -1.253, 1.064], [3.923, -0.417, 0.336], [5.402, -0.654, 0.318], [3.359, 0.645, -0.376], [4.224, 1.570, -1.176], [1.987, 0.847, -0.344], [-4.090, -3.319, -0.258], [-2.967, -3.682, -1.584], [-4.143, -2.361, -1.775], [-5.037, -1.305, 0.206], [-6.276, 0.719, 0.746], [-5.117, 2.905, 0.848], [-2.677, 3.003, 0.413], [-0.697, -0.522, 1.023], [1.086, -1.717, 1.665], [3.512, -2.078, 1.617], [5.935, 0.213, 0.707], [5.751, -0.827, -0.700], [5.661, -1.519, 0.924], [3.622, 2.333, -1.662], [4.957, 2.060, -0.536], [4.770, 1.018, -1.941], [1.552, 1.666, -0.893]],
  "orbital_gap_ev": 8.756,
  "energy_ev": -31241.66780,
  "multiplicity": 1,
  "mol_weight_g_mol": 271.38,
  "e_above_lowest_kj_mol": 0.0,
  "smiles": "CSc1ccccc1C(=O)Nc1ccc(C)c(C)c1",
  "lumo_ha": 0.0240
}

(7)
{
  "formula": "C16H18BrCl2N3O2S",
  "method": "the ωB97M-V functional and the def2-TZVPD basis",
  "species": ["O", "C", "O", "C", "Cl", "Br", "C", "C", "S", "Cl", "H", "H", "H", "C", "C", "C", "N", "C", "H", "H", "H", "H", "H", "C", "C", "C", "N", "C", "H", "H", "H", "H", "H", "C", "C", "C", "N", "C", "H", "H", "H", "H", "H"],
  "coordinates": [[3.494, -2.780, 4.311], [3.779, -2.382, 3.287], [3.435, -2.917, 2.022], [2.913, -1.804, 1.330], [3.096, -1.839, -0.455], [0.945, -2.023, 1.691], [3.375, -0.487, 2.040], [4.565, -1.094, 2.860], [5.809, -1.784, 1.645], [5.236, -0.060, 4.117], [3.642, 0.312, 1.346], [2.698, -0.179, 2.846], [7.020, -1.553, 2.210], [-2.648, -5.048, -0.456], [-4.003, -4.714, -0.191], [-4.000, -3.665, 0.690], [-2.696, -3.355, 0.970], [-1.867, -4.191, 0.271], [-2.290, -5.828, -1.108], [-4.880, -5.189, -0.601], [-4.809, -3.115, 1.141], [-2.396, -2.627, 1.592], [-0.796, -4.103, 0.354], [-0.503, 1.802, -3.083], [-1.045, 0.839, -2.187], [-0.001, 0.081, -1.726], [1.144, 0.545, -2.303], [0.850, 1.596, -3.131], [-1.045, 2.559, -3.626], [-2.082, 0.716, -1.915], [0.034, -0.747, -1.042], [2.062, 0.170, -2.143], [1.626, 2.104, -3.679], [-1.550, 6.020, -0.194], [-2.769, 6.016, -0.921], [-2.992, 4.728, -1.333], [-1.955, 3.956, -0.888], [-1.074, 4.734, -0.190], [-1.076, 6.869, 0.272], [-3.409, 6.861, -1.118], [-3.797, 4.296, -1.904], [-1.853, 2.969, -1.050], [-0.187, 4.308, 0.247]],
  "orbital_gap_ev": 7.748,
  "energy_ev": -131369.79114,
  "multiplicity": 1,
  "mol_weight_g_mol": 467.22,
  "smiles": "O=C1O[C@@](Cl)(Br)C[C@@]1(S)Cl.c1cc[nH]c1.c1cc[nH]c1.c1cc[nH]c1",
  "lumo_ha": -0.0133
}